A structure of composition C29H34N7S4Ta at a distorted geometry. Source: the OMol25 dataset; level of theory: ωB97M-V with the def2-TZVPD basis set.

Properties
HOMO level (spin up / spin down), eV: -19.017 / -19.009
LUMO level (spin up / spin down), eV: -13.28 / -13.71
Gap between HOMO and LUMO (spin up / spin down), hartree: 0.2108 / 0.1947
Total energy, eV: -85908.41137
ΔE to the lowest compared entry with this formula, charge and spin, kJ/mol: 75.0
Total charge: +4

Atoms and positions in Å:
C -3.856 0.682 -0.743
H -4.915 -1.214 -0.661
C -0.200 -2.599 -2.095
C 1.808 2.667 0.827
H -2.408 -0.663 3.001
C -0.718 -1.633 3.774
N 0.312 -2.421 -0.835
C -1.072 0.803 -2.611
H -2.270 2.709 -5.141
C -0.074 -3.709 -2.785
H -3.323 -2.043 2.230
C 0.759 -4.731 -2.309
C -2.939 2.112 1.637
H 4.056 3.740 -2.135
H -0.973 3.049 2.251
C 4.238 -0.321 0.139
H 1.636 -3.190 0.600
H -1.311 -3.928 0.732
H -2.236 0.369 -4.399
C 1.171 -3.367 -0.318
S -0.318 -2.405 2.200
H 4.486 4.425 0.262
N 1.896 -0.440 0.646
H -3.800 -3.396 1.118
N -0.796 -0.474 -2.094
H -3.687 0.626 -1.800
C 3.695 3.746 0.051
H -1.843 -4.251 2.456
H 0.259 3.729 -1.679
N 5.177 -0.161 -0.798
C 3.409 3.447 -1.270
H 2.167 2.188 -2.491
C -2.984 -2.745 1.381
C 1.507 2.175 -0.426
C 2.304 2.558 -1.467
H -1.341 -2.368 4.343
H -4.548 -0.627 1.005
H 1.992 -5.341 -0.665
H 1.166 2.408 1.648
H -1.122 4.414 -3.789
C -1.686 -3.513 1.665
C -1.070 3.388 -3.491
C 2.921 3.366 1.121
H 3.149 3.625 2.143
C 1.344 -4.561 -1.062
C 3.653 -0.409 2.310
H 6.118 -0.222 -0.411
H -4.705 1.325 -0.476
H 2.522 -0.642 -1.315
H -3.785 1.536 1.971
H -2.015 2.566 3.595
N -0.693 -1.430 -2.791
C -4.153 -0.664 -0.065
H 0.169 -1.428 4.389
N 0.425 1.242 -0.743
H 5.229 -0.469 -1.810
C -0.303 1.755 -1.889
S -2.689 -1.711 -0.041
H 0.926 -5.593 -2.973
N 4.651 -0.342 1.439
H -1.910 0.074 4.493
Ta -0.268 -0.448 0.135
C 2.272 -0.479 1.910
C 2.873 -0.494 -0.268
C -0.365 3.061 -2.292
C -1.696 2.248 2.576
H 4.011 -0.328 3.325
H 1.475 -0.335 2.602
C -1.751 1.122 -3.752
H -0.360 -3.734 -3.782
C -1.544 -0.369 3.580
S -2.420 1.625 0.026
C -1.778 2.454 -4.197
S -0.527 0.794 2.658
H -3.323 3.169 1.632